Formula: C4H14N2O4
Source: the Open Molecules 2025 dataset
Level of theory: ωB97M-V/def2-TZVPD

Positions of all 24 atoms, in Å:
1 C 1.568 -0.522 2.015
2 C 0.319 0.164 1.478
3 N -0.983 -0.552 1.420
4 C 0.768 0.647 0.048
5 O 1.854 0.374 -0.376
6 N 0.106 1.599 -0.685
7 C -1.350 1.635 -0.710
8 O -1.831 2.486 0.268
9 H 1.456 -1.545 1.544
10 H 2.382 0.135 1.815
11 H 1.389 -0.957 3.034
12 H 0.053 1.046 2.159
13 H -1.397 -0.758 2.233
14 H -1.180 -1.172 0.624
15 H 0.689 2.021 -1.460
16 H -1.687 2.027 -1.726
17 H -1.724 0.598 -0.537
18 H -1.307 2.409 1.008
19 O 0.691 -1.571 -2.981
20 H 0.506 -0.550 -2.836
21 H 1.703 -1.721 -2.845
22 O -0.992 -1.915 -0.874
23 H -0.645 -1.178 -1.453
24 H -0.387 -2.700 -1.164

Forces on the atoms, in the same order (eV/Å):
-2.9 -3.2 0.7
-1.9 0.8 0.3
2.5 1.3 -3.8
-0.3 1.5 0.4
2.0 -1.2 -0.3
-0.7 0.2 -1.0
0.1 -0.1 -1.2
-2.4 1.0 -2.3
1.4 1.2 -0.5
1.0 -0.4 0.3
0.4 1.5 -0.2
0.8 -0.5 -1.2
-1.6 -0.8 3.6
0.6 0.2 1.0
-1.1 -0.9 1.3
0.3 -0.5 1.3
0.1 0.8 -0.3
1.7 -0.4 2.6
1.9 2.4 0.5
1.3 -3.1 -0.6
-2.7 0.9 -0.2
1.8 -1.2 -2.0
-0.6 -1.6 0.9
-1.6 2.2 0.7

Frontier orbital gap: 9.148 eV
HOMO level: -8.8 eV
LUMO level: 0.327 eV
SMILES: C[C@H](N)C(=O)NCO.O.O

natural (NBO) charges in e: -0.639, -0.127, -0.898, 0.672, -0.619, -0.675, 0.083, -0.706, 0.220, 0.240, 0.214, 0.189, 0.362, 0.414, 0.411, 0.175, 0.179, 0.468, -0.967, 0.477, 0.498, -0.956, 0.481, 0.504

---

Formula: C2H5BrSi
Source: the Open Molecules 2025 dataset
Level of theory: ωB97M-V/def2-TZVPD

Positions of all 9 atoms, in Å:
1 C -0.036 -1.778 -0.354
2 C -0.660 -0.026 0.129
3 Si 0.568 1.306 0.227
4 Br -2.505 0.014 0.199
5 H -0.753 -2.520 -0.588
6 H 1.006 -1.941 -0.457
7 H -0.418 2.451 -0.241
8 H 1.112 1.656 1.648
9 H 1.687 0.837 -0.562

Forces on the atoms, in the same order (eV/Å):
-1.9 6.0 1.7
1.7 -6.9 -1.6
-1.1 1.7 1.2
0.0 0.2 0.1
-0.8 -0.4 -0.1
0.7 0.1 0.0
1.5 -0.7 0.2
-0.5 -0.3 -1.1
0.4 0.2 -0.5

Frontier orbital gap (alpha / beta): 8.462 / 8.529 eV
HOMO level (alpha / beta): -8.5 / -9.1 eV
LUMO level (alpha / beta): -0.019 / -0.532 eV

natural (NBO) charges in e: -0.259, -0.658, 0.865, 0.144, 0.169, 0.165, -0.134, -0.144, -0.148

---

Formula: C4H12
Source: the Open Molecules 2025 dataset
Level of theory: ωB97M-V/def2-TZVPD

Positions of all 16 atoms, in Å:
1 C -1.907 -1.415 0.019
2 C -1.429 -1.979 -1.316
3 H -1.369 -1.884 0.845
4 H -1.663 -0.352 0.090
5 H -2.965 -1.561 0.222
6 H -0.352 -1.873 -1.408
7 H -1.664 -3.041 -1.387
8 H -1.923 -1.515 -2.178
9 C 1.308 1.024 0.574
10 C 2.039 2.350 0.767
11 H 0.250 1.062 0.850
12 H 1.346 0.631 -0.446
13 H 1.750 0.274 1.225
14 H 2.869 2.527 0.087
15 H 2.443 2.428 1.785
16 H 1.360 3.207 0.735

Forces on the atoms, in the same order (eV/Å):
0.4 0.2 0.1
-0.5 -0.2 0.0
0.1 -0.1 0.0
-0.2 0.0 0.0
-0.2 0.0 -0.2
0.1 0.1 -0.1
0.1 -0.2 0.0
0.2 0.2 0.1
0.0 -0.1 0.0
-0.3 0.5 0.7
0.1 0.2 0.0
0.0 0.1 0.0
0.1 -0.3 0.0
0.0 -0.1 -0.2
0.1 -0.2 -0.1
0.0 0.0 -0.5

Expectation value of S²: 0.750
Charge: -1
Multiplicity: 2
Frontier orbital gap (alpha / beta): 2.742 / 12.302 eV
HOMO level (alpha / beta): 1.6 / -7.8 eV
LUMO level (alpha / beta): 4.305 / 4.502 eV

natural (NBO) charges in e: -0.784, -0.734, 0.191, 0.201, 0.182, 0.202, 0.179, 0.187, -1.006, -0.747, 0.191, 0.189, 0.184, 0.191, 0.185, 0.190

---

Computed values of max |F| (unit: eV/Å) for the preceding records, in sequence: 4.72 7.31 0.93.
Computed values of relative energy (zero: lowest compared OMol25 entry of this formula, charge and spin) (unit: kcal per mole) for the preceding records, in sequence: 56.9 126.4 4.0.